(1)
DFT (the ωB97M-V functional and the def2-TZVPD basis) results for a molecular structure, C10H30F2InNO9S2 at a distorted geometry.

CARTESIAN COORDINATES (ANGSTROEM)
C: -3.732 -0.738 6.274
H: 4.992 -6.257 -3.555
H: -8.158 -2.514 0.845
C: 1.232 7.417 -4.026
H: -9.643 -3.393 0.497
O: 6.818 1.998 4.198
H: 5.618 -4.462 -5.028
C: 6.212 1.717 2.928
H: 2.432 7.064 -2.147
H: -8.462 -5.375 -0.387
F: 1.290 0.487 -1.145
H: 0.966 8.095 -2.113
H: 5.444 0.944 2.897
H: 2.051 5.808 -4.501
H: -5.154 -2.037 5.332
O: 0.680 1.966 -2.878
S: -2.087 1.633 -1.619
O: 4.131 -5.049 -2.069
H: -3.292 0.219 5.997
H: -7.527 -3.950 -1.058
H: -2.848 -1.346 6.469
H: 3.533 -5.469 -4.033
H: 0.238 6.982 -3.927
H: 6.689 1.255 4.792
O: 0.353 2.483 -0.439
C: -8.606 -3.507 0.810
H: -3.362 -0.695 3.434
In: -1.042 -4.813 -0.133
H: -5.359 -0.538 4.683
C: 1.860 7.826 -2.675
O: -6.798 -5.002 0.629
H: 7.883 0.391 2.438
H: 6.899 0.740 1.045
H: 2.461 8.697 -2.936
H: 4.826 -5.271 -1.445
F: -3.346 0.618 -1.614
C: 4.454 -5.312 -3.472
H: -8.678 -3.720 1.877
O: -2.387 2.530 -0.496
C: 7.231 1.147 2.000
H: -7.202 -5.634 1.228
H: 1.156 8.382 -4.526
S: 0.225 1.580 -1.539
C: 5.265 -4.131 -4.051
O: -3.513 -1.412 4.054
H: 6.160 -3.882 -3.481
O: -2.253 2.195 -2.982
H: 4.672 -3.240 -4.260
H: 7.832 2.030 1.782
O: 2.249 6.705 -4.780
H: 5.665 2.598 2.590
C: -7.866 -4.488 -0.173
H: -4.546 -0.570 6.979
N: -1.103 0.480 -1.312
C: -4.549 -1.184 5.022

HOMO level in eV: -14.0
Net charge: +2
LUMO in eV: -12.6
Kohn-Sham gap in eV: 1.3
DFT total energy in Eh: -2316.0537

Taken from the Löwdin analysis, the atomic charges in e are:
1. C -0.049
2. H 0.108
3. H 0.069
4. C -0.223
5. H 0.075
6. O 0.011
7. H 0.073
8. C -0.294
9. H 0.086
10. H 0.115
11. F -0.168
12. H 0.093
13. H 0.114
14. H 0.104
15. H 0.115
16. O -0.206
17. S 0.509
18. O -0.106
19. H 0.073
20. H 0.115
21. H 0.085
22. H 0.104
23. H 0.128
24. H 0.103
25. O -0.196
26. C -0.069
27. H 0.096
28. In 0.987
29. H 0.117
30. C -0.029
31. O -0.074
32. H 0.089
33. H 0.084
34. H 0.091
35. H 0.077
36. F -0.192
37. C -0.267
38. H 0.072
39. O -0.156
40. C -0.078
41. H 0.090
42. H 0.127
43. S 0.571
44. C -0.083
45. O -0.038
46. H 0.074
47. O -0.162
48. H 0.070
49. H 0.088
50. O 0.060
51. H 0.122
52. C -0.237
53. H 0.088
54. N -0.101
55. C -0.255

(2)
DFT (the ωB97M-V functional and the def2-TZVPD basis) results for a molecular structure, C10H31CdNO7 at a distorted geometry.

CARTESIAN COORDINATES (ANGSTROEM)
O: -3.772 10.558 15.456
H: -7.912 9.582 15.792
H: -3.181 11.206 15.851
C: -7.796 5.330 21.231
H: -6.013 12.629 18.015
C: -4.044 12.068 18.655
H: -7.209 4.765 21.957
C: -7.520 6.902 13.872
C: -1.576 9.311 18.279
C: -4.608 7.710 19.615
H: -0.895 8.451 18.340
H: -1.439 9.759 17.296
H: -3.926 13.098 19.004
H: -3.966 7.007 15.323
H: -5.693 7.812 13.291
C: -5.538 11.762 18.494
H: -5.374 6.502 18.223
H: -5.927 11.609 19.514
H: -8.518 4.678 20.733
H: -8.644 6.592 19.291
H: -7.173 8.496 19.185
H: -7.514 5.583 18.380
H: -1.268 9.989 19.082
N: -5.424 7.505 18.414
Cd: -4.884 9.001 16.771
H: -7.445 10.316 17.012
H: -3.534 12.022 17.686
H: -7.023 8.959 13.380
H: -2.532 7.910 20.159
O: -2.931 8.953 18.427
O: -5.825 10.615 17.771
H: -7.332 7.872 17.612
C: -6.568 8.106 13.913
H: -3.805 10.759 14.516
C: -6.898 7.623 18.587
H: -4.715 6.908 20.351
H: -6.956 5.963 13.891
H: -8.125 6.864 12.960
C: -7.584 6.386 19.133
H: -3.553 11.378 19.339
C: -3.132 7.809 19.253
H: -2.587 7.046 16.018
H: -4.910 8.622 20.134
H: -8.359 6.053 21.842
O: -8.259 10.142 16.500
O: -6.934 5.956 20.324
H: -8.193 6.904 14.732
H: -2.870 6.905 18.686
O: -3.394 7.552 15.882
O: -6.200 8.431 15.196

HOMO level in eV: -7.7
Net charge: 0
LUMO in eV: -0.1
Kohn-Sham gap in eV: 7.7
DFT total energy in Eh: -1148.6933

Taken from the Löwdin analysis, the atomic charges in e are:
1. O -0.091
2. H -0.015
3. H 0.035
4. C -0.119
5. H 0.102
6. C -0.104
7. H 0.086
8. C -0.110
9. C -0.107
10. C -0.193
11. H 0.091
12. H 0.085
13. H 0.069
14. H 0.056
15. H 0.086
16. C -0.426
17. H 0.119
18. H 0.098
19. H 0.088
20. H 0.128
21. H 0.128
22. H 0.130
23. H 0.094
24. N -0.104
25. Cd 1.392
26. H -0.034
27. H 0.041
28. H 0.095
29. H 0.130
30. O -0.293
31. O -0.430
32. H 0.094
33. C -0.481
34. H 0.069
35. C -0.193
36. H 0.116
37. H 0.054
38. H 0.061
39. C -0.206
40. H 0.051
41. C -0.209
42. H 0.066
43. H 0.132
44. H 0.092
45. O -0.111
46. O -0.203
47. H 0.062
48. H 0.121
49. O -0.107
50. O -0.438

(3)
DFT (the ωB97M-V functional and the def2-TZVPD basis) results for a molecular structure, C10H31CoO6 at a distorted geometry.

CARTESIAN COORDINATES (ANGSTROEM)
O: -0.186 -0.904 0.064
H: -0.801 0.908 -3.264
H: 1.503 -0.368 0.622
C: 0.247 0.790 -2.988
H: -1.788 2.498 0.078
Co: -0.803 -2.457 -1.038
O: -3.939 2.865 1.167
H: -2.229 2.417 -1.578
H: 0.692 -0.673 -4.593
H: -2.125 1.235 4.901
H: -2.576 3.941 -0.740
H: -2.069 -0.546 4.905
C: 2.671 -3.498 -0.901
H: -4.295 1.481 -0.297
H: 2.584 -2.959 -3.043
C: -3.936 2.506 -0.208
H: -0.594 -1.990 -3.594
H: 0.200 0.741 -1.900
O: -1.219 -0.876 2.591
H: -0.652 -0.761 1.825
H: 0.847 1.637 -3.318
H: 3.488 -2.906 -0.488
C: -1.481 0.420 3.039
C: 0.778 -0.541 -3.515
O: -0.045 -1.628 -2.895
H: 3.875 -4.056 -2.451
H: -4.677 3.101 -0.741
H: 2.775 -4.348 -0.227
O: 1.451 -2.863 -0.615
C: -2.535 2.857 -0.629
H: -0.569 -0.007 0.006
C: 2.376 1.910 1.374
H: -3.325 0.141 4.073
H: 2.495 2.611 2.200
H: 1.834 -0.724 -3.315
H: -2.094 0.944 2.306
C: 2.825 -3.777 -2.365
H: 1.398 2.043 0.911
C: -2.277 0.338 4.301
H: 3.551 0.405 2.292
H: 1.907 0.190 2.737
H: 2.231 -4.658 -2.610
C: 2.536 0.521 1.911
H: -0.540 0.960 3.144
H: 1.664 -2.085 -0.094
H: -4.709 3.385 1.408
O: 2.415 -0.409 0.919
H: 3.125 2.191 0.633

Energy relative to the best compared isomer or geometry (same formula, charge and spin) in kJ/mol: 188.3
HOMO level (spin up / spin down) in eV: -12.0 / -12.0
Multiplicity: 4
Net charge: +1
LUMO (spin up / spin down) in eV: -5.9 / -6.0
Kohn-Sham gap (spin up / spin down) in eV: 6.1 / 6.0
DFT total energy in Eh: -2233.4308

Taken from the Löwdin analysis, the atomic charges in e are:
1. O -0.341
2. H 0.078
3. H 0.016
4. C -0.055
5. H 0.061
6. Co 1.170
7. O -0.088
8. H 0.054
9. H 0.126
10. H 0.082
11. H 0.088
12. H 0.079
13. C -0.289
14. H 0.102
15. H 0.065
16. C -0.319
17. H 0.098
18. H 0.051
19. O -0.090
20. H 0.000
21. H 0.097
22. H 0.128
23. C -0.350
24. C -0.181
25. O -0.158
26. H 0.090
27. H 0.113
28. H 0.127
29. O -0.127
30. C -0.085
31. H 0.019
32. C -0.069
33. H 0.077
34. H 0.084
35. H 0.115
36. H 0.095
37. C -0.057
38. H 0.063
39. C -0.078
40. H 0.121
41. H 0.116
42. H 0.081
43. C -0.349
44. H 0.106
45. H 0.048
46. H 0.088
47. O -0.087
48. H 0.082

(4)
DFT (the ωB97M-V functional and the def2-TZVPD basis) results for a molecular structure, C10H31O7 at a distorted geometry.

CARTESIAN COORDINATES (ANGSTROEM)
H: -0.111 0.902 -0.374
H: -2.453 1.090 -2.067
H: -2.791 -3.477 -1.154
H: -3.500 -0.579 1.106
H: 0.084 -0.020 4.335
H: 2.410 -0.312 3.850
O: -1.396 2.358 -0.228
C: -2.169 -2.166 0.398
O: 0.524 0.209 -0.158
H: 0.146 2.123 -3.040
H: -2.131 -0.067 -0.199
H: 3.312 -2.283 -3.104
C: 1.911 0.728 3.898
H: 2.058 1.157 4.703
H: -1.600 2.928 0.460
H: 2.473 1.265 3.031
H: -1.516 1.684 3.326
H: -2.077 -2.743 1.201
H: -2.319 2.464 -3.411
H: -0.563 3.560 -1.574
C: 0.480 0.515 3.541
H: -2.358 3.652 -1.106
H: -3.059 -1.828 -1.767
O: -0.799 -2.136 0.050
O: 0.426 -0.506 2.401
H: 1.314 -2.287 -2.489
H: -0.314 -3.023 -0.280
O: -0.544 1.385 -2.643
C: -2.512 -0.702 0.733
H: -4.210 -2.770 -0.135
H: 3.260 0.080 -3.391
H: 5.660 -1.072 -2.006
C: 3.671 -0.293 -2.488
C: -1.579 2.986 -1.456
H: -0.103 2.416 3.657
H: 0.165 -0.182 0.710
O: 1.576 -1.539 -2.024
C: -3.112 -2.543 -0.752
C: 2.978 -1.660 -2.313
H: 0.522 -0.479 -0.839
H: -1.775 -0.537 1.506
H: 0.399 -1.340 2.836
H: 3.353 -2.377 -1.192
H: 3.451 0.312 -1.600
C: -0.329 1.710 3.046
C: -1.809 2.034 -2.517
O: 5.138 -0.541 -2.689
H: -0.173 1.892 2.222

Energy relative to the best compared isomer or geometry (same formula, charge and spin) in kJ/mol: 260.3
HOMO level in eV: -13.1
Net charge: +1
LUMO in eV: -2.3
Kohn-Sham gap in eV: 10.7
DFT total energy in Eh: -925.7191

Taken from the Löwdin analysis, the atomic charges in e are:
1. H 0.082
2. H 0.172
3. H 0.030
4. H 0.082
5. H 0.119
6. H 0.127
7. O -0.078
8. C -0.503
9. O 0.217
10. H 0.190
11. H 0.100
12. H 0.098
13. C -0.018
14. H -0.013
15. H 0.067
16. H 0.135
17. H 0.174
18. H 0.095
19. H 0.140
20. H 0.163
21. C -0.332
22. H 0.134
23. H 0.143
24. O -0.126
25. O -0.099
26. H 0.058
27. H 0.188
28. O -0.132
29. C -0.036
30. H 0.166
31. H 0.109
32. H 0.121
33. C -0.183
34. C -0.269
35. H 0.027
36. H 0.108
37. O -0.087
38. C -0.063
39. C -0.223
40. H 0.091
41. H 0.044
42. H 0.082
43. H 0.201
44. H 0.114
45. C 0.018
46. C -0.245
47. O -0.111
48. H -0.075

(5)
DFT (the ωB97M-V functional and the def2-TZVPD basis) results for 5 unconnected molecules or ions with the total composition C10H31O7 at a distorted geometry.

CARTESIAN COORDINATES (ANGSTROEM)
C: -2.504 -2.729 0.903
C: -0.143 -0.763 -3.077
H: 0.252 2.441 3.124
O: 1.621 2.120 0.037
H: -3.555 -3.076 1.366
H: -1.764 -3.514 -0.812
C: 0.584 1.515 3.521
H: -1.241 1.164 4.463
H: -3.168 -4.481 -0.349
H: -1.844 1.562 -1.654
H: -0.434 1.236 -3.685
C: 3.295 0.943 -1.277
H: -0.590 -2.140 -4.497
H: 2.824 -0.020 -0.753
O: -0.214 -1.212 -4.430
H: 4.414 0.954 -1.420
H: -0.166 0.203 1.308
H: 1.720 3.309 -2.318
H: -3.423 -1.175 0.362
O: -1.266 0.515 2.584
H: 0.961 -0.490 -2.982
C: -0.722 0.649 3.905
H: 3.461 3.288 -2.318
H: 2.624 0.897 -2.170
H: -0.409 -0.241 4.274
H: -2.150 0.557 2.692
C: -2.755 -3.508 -0.339
C: -1.242 -3.062 1.759
H: 2.427 1.191 2.475
H: 2.528 4.251 -1.264
H: -3.389 -3.121 -1.067
H: -0.257 -2.937 1.126
C: -0.942 0.559 -2.979
C: 2.817 2.229 -0.612
H: -1.910 0.566 -3.220
O: 0.334 -0.237 0.459
O: -2.501 -1.381 0.505
H: -1.210 -4.122 1.759
H: 1.291 2.940 0.404
H: 1.004 1.639 4.440
O: -1.032 0.953 -1.650
C: 2.600 3.396 -1.669
H: 3.642 2.525 0.128
H: 1.173 0.470 0.263
H: -0.214 -0.338 -0.302
H: -0.636 -1.474 -2.610
O: 1.575 0.709 2.778
H: -1.474 -2.741 2.799

Energy relative to the best compared isomer or geometry (same formula, charge and spin) in kJ/mol: 75.1
HOMO level in eV: -12.6
Net charge: +1
LUMO in eV: -2.5
Kohn-Sham gap in eV: 10.2
DFT total energy in Eh: -925.7896

Taken from the Löwdin analysis, the atomic charges in e are:
1. C -0.511
2. C -0.198
3. H 0.109
4. O -0.072
5. H 0.175
6. H 0.085
7. C -0.136
8. H 0.046
9. H 0.076
10. H 0.153
11. H 0.134
12. C -0.037
13. H 0.127
14. H 0.114
15. O -0.080
16. H 0.115
17. H 0.158
18. H 0.097
19. H 0.095
20. O -0.040
21. H 0.140
22. C -0.081
23. H 0.090
24. H 0.073
25. H 0.103
26. H 0.047
27. C -0.086
28. C -0.028
29. H 0.139
30. H -0.004
31. H 0.060
32. H 0.124
33. C -0.238
34. C -0.491
35. H 0.081
36. O 0.119
37. O -0.061
38. H 0.052
39. H 0.128
40. H 0.080
41. O -0.092
42. C -0.003
43. H 0.156
44. H 0.172
45. H 0.057
46. H 0.063
47. O -0.102
48. H 0.090

Question: The highest DFT total energy belongs to which entry?
Answer: number 4

Question: DFT total energy of number 1 (C10H30F2InNO9S2)?
Answer: -2316.0537 Eh

Question: Among the records above, which one has the lowest net charge?
Answer: C10H31CdNO7

Copy entry 3 word for word.
DFT (the ωB97M-V functional and the def2-TZVPD basis) results for a molecular structure, C10H31CoO6 at a distorted geometry.

CARTESIAN COORDINATES (ANGSTROEM)
O: -0.186 -0.904 0.064
H: -0.801 0.908 -3.264
H: 1.503 -0.368 0.622
C: 0.247 0.790 -2.988
H: -1.788 2.498 0.078
Co: -0.803 -2.457 -1.038
O: -3.939 2.865 1.167
H: -2.229 2.417 -1.578
H: 0.692 -0.673 -4.593
H: -2.125 1.235 4.901
H: -2.576 3.941 -0.740
H: -2.069 -0.546 4.905
C: 2.671 -3.498 -0.901
H: -4.295 1.481 -0.297
H: 2.584 -2.959 -3.043
C: -3.936 2.506 -0.208
H: -0.594 -1.990 -3.594
H: 0.200 0.741 -1.900
O: -1.219 -0.876 2.591
H: -0.652 -0.761 1.825
H: 0.847 1.637 -3.318
H: 3.488 -2.906 -0.488
C: -1.481 0.420 3.039
C: 0.778 -0.541 -3.515
O: -0.045 -1.628 -2.895
H: 3.875 -4.056 -2.451
H: -4.677 3.101 -0.741
H: 2.775 -4.348 -0.227
O: 1.451 -2.863 -0.615
C: -2.535 2.857 -0.629
H: -0.569 -0.007 0.006
C: 2.376 1.910 1.374
H: -3.325 0.141 4.073
H: 2.495 2.611 2.200
H: 1.834 -0.724 -3.315
H: -2.094 0.944 2.306
C: 2.825 -3.777 -2.365
H: 1.398 2.043 0.911
C: -2.277 0.338 4.301
H: 3.551 0.405 2.292
H: 1.907 0.190 2.737
H: 2.231 -4.658 -2.610
C: 2.536 0.521 1.911
H: -0.540 0.960 3.144
H: 1.664 -2.085 -0.094
H: -4.709 3.385 1.408
O: 2.415 -0.409 0.919
H: 3.125 2.191 0.633

Energy relative to the best compared isomer or geometry (same formula, charge and spin) in kJ/mol: 188.3
HOMO level (spin up / spin down) in eV: -12.0 / -12.0
Multiplicity: 4
Net charge: +1
LUMO (spin up / spin down) in eV: -5.9 / -6.0
Kohn-Sham gap (spin up / spin down) in eV: 6.1 / 6.0
DFT total energy in Eh: -2233.4308

Taken from the Löwdin analysis, the atomic charges in e are:
1. O -0.341
2. H 0.078
3. H 0.016
4. C -0.055
5. H 0.061
6. Co 1.170
7. O -0.088
8. H 0.054
9. H 0.126
10. H 0.082
11. H 0.088
12. H 0.079
13. C -0.289
14. H 0.102
15. H 0.065
16. C -0.319
17. H 0.098
18. H 0.051
19. O -0.090
20. H 0.000
21. H 0.097
22. H 0.128
23. C -0.350
24. C -0.181
25. O -0.158
26. H 0.090
27. H 0.113
28. H 0.127
29. O -0.127
30. C -0.085
31. H 0.019
32. C -0.069
33. H 0.077
34. H 0.084
35. H 0.115
36. H 0.095
37. C -0.057
38. H 0.063
39. C -0.078
40. H 0.121
41. H 0.116
42. H 0.081
43. C -0.349
44. H 0.106
45. H 0.048
46. H 0.088
47. O -0.087
48. H 0.082